1.
DFT (wB97M-V/def2-TZVPD) results for a 2-piece molecular cluster, C4H11NO2S overall.

Positions of all 19 atoms, in Å:
1 C 0.978 0.215 0.198
2 N -0.230 0.383 1.032
3 C -0.017 1.362 2.201
4 O 0.493 0.809 3.284
5 C 0.690 -0.185 -1.263
6 C 0.285 -1.655 -1.435
7 S 0.428 -2.317 -3.130
8 H 1.496 1.165 0.208
9 H 1.599 -0.592 0.600
10 H -0.282 -0.484 1.563
11 H 0.589 2.162 1.733
12 H -1.033 1.826 2.337
13 H -0.103 0.453 -1.650
14 H 1.584 0.003 -1.870
15 H 0.942 -2.254 -0.790
16 H -0.728 -1.757 -1.047
17 H -1.797 0.482 -0.023
18 H -2.344 -0.163 -1.288
19 O -2.549 0.548 -0.660

Values from the calculation:
- Kohn-Sham gap: 5.9 eV
- Highest occupied orbital energy: -0.02 eV
- Molar mass: 137.2 g/mol
- Total charge: -2

2.
DFT (wB97M-V/def2-TZVPD) results for C23H63Br9N11O7P3 as an isolated structure.

Positions of all 116 atoms, in Å:
1 C 27.436 8.420 -40.723
2 N 27.857 8.740 -42.121
3 O 28.325 7.831 -42.787
4 O 27.731 9.879 -42.530
5 H 28.114 8.942 -40.058
6 H 27.472 7.334 -40.726
7 H 26.407 8.732 -40.566
8 C 26.245 5.555 -43.385
9 N 26.440 5.136 -41.980
10 O 25.522 5.345 -41.210
11 O 27.496 4.675 -41.655
12 H 25.904 4.670 -43.919
13 H 27.165 5.945 -43.806
14 H 25.475 6.319 -43.410
15 O 32.110 0.042 -40.468
16 P 30.731 -0.488 -40.542
17 N 30.049 -0.550 -42.084
18 C 28.700 -1.026 -42.325
19 C 30.965 -0.720 -43.224
20 N 29.513 0.306 -39.691
21 C 29.420 0.211 -38.257
22 C 29.040 1.611 -40.153
23 N 30.667 -2.054 -39.866
24 C 31.782 -2.895 -40.331
25 C 29.428 -2.779 -39.641
26 H 28.681 -2.075 -42.631
27 H 28.193 -0.385 -43.051
28 H 28.094 -0.960 -41.421
29 H 30.773 0.055 -43.967
30 H 30.812 -1.730 -43.610
31 H 32.000 -0.598 -42.908
32 H 29.725 -0.743 -37.822
33 H 30.117 0.915 -37.763
34 H 28.468 0.501 -37.805
35 H 29.864 2.336 -40.124
36 H 28.756 1.514 -41.203
37 H 28.229 1.978 -39.537
38 H 31.749 -3.817 -39.753
39 H 31.552 -3.210 -41.364
40 H 32.702 -2.324 -40.368
41 H 29.627 -3.647 -39.005
42 H 29.102 -3.192 -40.603
43 H 28.643 -2.211 -39.150
44 O 23.648 -2.725 -38.253
45 P 24.275 -1.822 -37.271
46 N 25.379 -2.638 -36.304
47 C 25.325 -4.095 -36.166
48 C 26.449 -1.963 -35.565
49 N 23.161 -1.093 -36.254
50 C 21.784 -1.613 -36.262
51 C 23.577 -0.123 -35.267
52 N 25.171 -0.528 -37.882
53 C 24.459 0.646 -38.350
54 C 26.388 -0.819 -38.614
55 H 26.023 -4.487 -35.431
56 H 25.544 -4.573 -37.123
57 H 24.311 -4.368 -35.867
58 H 27.333 -1.831 -36.197
59 H 26.661 -2.447 -34.615
60 H 26.161 -0.937 -35.320
61 H 21.209 -1.006 -35.562
62 H 21.399 -1.560 -37.276
63 H 21.783 -2.607 -35.802
64 H 24.283 0.580 -35.707
65 H 22.768 0.384 -34.741
66 H 24.070 -0.661 -34.442
67 H 24.771 1.573 -37.855
68 H 24.607 0.802 -39.420
69 H 23.384 0.560 -38.190
70 H 27.046 0.052 -38.703
71 H 26.212 -1.117 -39.654
72 H 26.965 -1.607 -38.131
73 O 25.714 -1.717 -41.902
74 P 24.710 -0.848 -42.549
75 N 25.082 0.774 -42.479
76 C 25.732 1.385 -41.341
77 C 24.452 1.820 -43.292
78 N 23.164 -1.071 -41.887
79 C 22.038 -0.406 -42.511
80 C 22.840 -2.131 -40.920
81 N 24.491 -1.062 -44.195
82 C 25.505 -0.549 -45.122
83 C 23.749 -2.192 -44.736
84 H 26.379 0.716 -40.774
85 H 25.048 1.852 -40.616
86 H 26.353 2.228 -41.663
87 H 25.236 2.368 -43.820
88 H 23.863 2.491 -42.661
89 H 23.744 1.395 -44.002
90 H 21.840 -0.680 -43.551
91 H 21.130 -0.611 -41.940
92 H 22.171 0.676 -42.424
93 H 22.305 -1.671 -40.090
94 H 22.197 -2.862 -41.417
95 H 23.774 -2.565 -40.574
96 H 25.373 0.530 -45.247
97 H 26.533 -0.710 -44.791
98 H 25.386 -0.967 -46.119
99 H 23.168 -1.933 -45.622
100 H 23.153 -2.631 -43.935
101 H 24.432 -2.988 -45.056
102 C 26.829 2.832 -34.411
103 Br 25.861 1.666 -33.180
104 Br 28.416 1.940 -35.081
105 Br 27.249 4.511 -33.516
106 H 26.159 2.966 -35.250
107 C 30.450 5.568 -35.151
108 Br 31.517 4.905 -36.647
109 Br 30.726 7.506 -35.039
110 Br 30.938 4.679 -33.487
111 H 29.403 5.353 -35.322
112 C 26.445 5.187 -38.128
113 Br 25.987 3.298 -38.252
114 Br 28.394 5.423 -38.047
115 Br 25.601 6.076 -36.617
116 H 26.070 5.648 -39.030

Values from the calculation:
- Kohn-Sham gap: 7.7 eV
- Highest occupied orbital energy: -8.06 eV
- Molar mass: 1417.9 g/mol

3.
DFT (wB97M-V/def2-TZVPD) results for CHLiO2Yb as an isolated structure.

Positions of all 6 atoms, in Å:
1 H 0.368 1.212 -0.749
2 O -0.479 0.387 -0.199
3 C 0.848 0.302 -0.169
4 O 1.320 -0.714 -0.569
5 Li -1.702 0.773 1.194
6 Yb -0.355 -1.960 0.493

Values from the calculation:
- Kohn-Sham gap: 7.8 eV
- Highest occupied orbital energy: -18.39 eV
- Molar mass: 225.0 g/mol
- Total charge: +2

4.
DFT (wB97M-V/def2-TZVPD) results for a 2-piece molecular cluster, C5H12O3 overall.

Positions of all 20 atoms, in Å:
1 C 0.128 -1.289 1.244
2 C -1.212 -1.331 1.887
3 O -0.565 -0.194 -0.520
4 O -0.919 -0.708 -1.863
5 O 0.593 -2.372 0.585
6 H -0.041 -0.944 -2.203
7 H -0.122 -2.729 0.037
8 H 0.936 -0.795 1.771
9 H -1.232 -2.083 2.690
10 H -1.455 -0.361 2.322
11 H -1.993 -1.576 1.165
12 C 1.566 1.080 -1.205
13 C 0.281 1.224 -0.411
14 C -0.487 2.372 -0.594
15 H 0.458 0.925 0.662
16 H 2.281 1.854 -0.921
17 H 1.369 1.176 -2.275
18 H 2.027 0.108 -1.018
19 H -1.385 2.531 -0.012
20 H -0.227 3.111 -1.340

Values from the calculation:
- Kohn-Sham gap (alpha / beta): 5.8 / 9.0 eV
- Highest occupied orbital energy (alpha / beta): -6.32 / -8.30 eV
- Molar mass: 120.1 g/mol

5.
DFT (wB97M-V/def2-TZVPD) results for a 9-piece molecular cluster, H18O9 overall.

Positions of all 27 atoms, in Å:
1 O 16.501 -10.983 25.636
2 H 16.099 -11.669 26.169
3 H 16.919 -10.400 26.269
4 O 10.475 -8.018 22.375
5 H 10.509 -7.204 22.876
6 H 10.768 -8.691 22.989
7 O 9.286 -14.580 29.230
8 H 8.917 -15.452 29.094
9 H 8.594 -13.980 28.950
10 O 14.646 -14.705 28.004
11 H 15.483 -14.761 28.465
12 H 13.987 -14.816 28.689
13 O 12.766 -4.503 24.953
14 H 12.263 -4.820 25.703
15 H 13.661 -4.421 25.282
16 O 7.846 -12.636 24.098
17 H 8.661 -12.219 23.820
18 H 7.219 -11.916 24.166
19 O 12.589 -11.121 32.447
20 H 12.828 -11.970 32.817
21 H 11.771 -11.284 31.978
22 O 11.955 -10.883 25.873
23 H 12.521 -10.155 26.130
24 H 11.640 -11.246 26.700
25 O 13.256 -13.634 21.837
26 H 13.216 -12.825 22.347
27 H 13.878 -14.186 22.312

Values from the calculation:
- Kohn-Sham gap: 11.2 eV
- Highest occupied orbital energy: -11.24 eV
- Molar mass: 162.1 g/mol
- Structure (SMILES): O.O.O.O.O.O.O.O.O

6.
DFT (wB97M-V/def2-TZVPD) results for H3N4O2 as an isolated structure.

Positions of all 9 atoms, in Å:
1 N 0.023 -1.876 -0.099
2 N -0.686 0.619 0.238
3 N -0.011 -0.988 0.879
4 N 1.201 -2.299 -0.476
5 O 2.247 -1.905 0.087
6 O 1.221 -3.177 -1.352
7 H 0.124 0.962 -0.282
8 H -1.322 0.239 -0.460
9 H 0.941 -0.687 1.145

Values from the calculation:
- Kohn-Sham gap (alpha / beta): 8.1 / 8.1 eV
- Highest occupied orbital energy (alpha / beta): -3.40 / -3.40 eV
- Molar mass: 91.0 g/mol
- Total charge: -1

7.
DFT (wB97M-V/def2-TZVPD) results for a 3-piece molecular cluster, C4H17N2O2 overall.

Positions of all 25 atoms, in Å:
1 C 1.446 -0.340 0.076
2 C 1.041 -1.434 1.062
3 C -0.279 -2.061 0.678
4 C -1.833 -0.528 -0.454
5 N -1.450 -1.181 0.768
6 N 1.151 1.030 0.692
7 H 0.941 -0.426 -0.883
8 H 2.467 -0.277 -0.301
9 H 1.876 -2.131 0.988
10 H 1.013 -1.127 2.101
11 H -0.513 -3.013 1.156
12 H -0.243 -2.403 -0.362
13 H -1.987 -1.146 -1.360
14 H -1.120 0.170 -0.818
15 H -2.783 -0.018 -0.318
16 H -2.183 -1.626 1.292
17 H 0.398 0.935 1.365
18 H 2.025 1.351 1.100
19 H 0.888 1.654 -0.083
20 H 0.767 2.388 -2.345
21 H 2.050 1.556 -2.640
22 O 1.419 1.788 -1.963
23 H -2.027 2.643 -0.535
24 H -1.742 1.938 0.796
25 O -1.322 2.257 -0.012

Values from the calculation:
- Kohn-Sham gap: 9.4 eV
- Highest occupied orbital energy: -12.29 eV
- Molar mass: 125.2 g/mol
- Total charge: +1

8.
DFT (wB97M-V/def2-TZVPD) results for one molecule with the formula C6H7BrFN.

Positions of all 16 atoms, in Å:
1 C 0.860 -0.991 -0.414
2 C 0.614 0.441 -0.447
3 C -0.013 -1.866 0.003
4 C -0.903 0.741 -0.769
5 C -1.751 -0.406 -0.231
6 C 1.130 0.939 0.964
7 N -1.358 -1.524 0.115
8 F -1.166 1.933 -0.158
9 Br -3.535 0.058 0.331
10 H 1.878 -1.421 -0.573
11 H 1.144 1.022 -1.246
12 H 0.213 -2.941 0.158
13 H -1.051 0.995 -1.897
14 H 1.908 0.154 1.296
15 H 0.356 0.961 1.783
16 H 1.672 1.905 1.085

Values from the calculation:
- Kohn-Sham gap: 9.4 eV
- Highest occupied orbital energy: -9.25 eV
- Molar mass: 192.0 g/mol
- Structure (SMILES): C[C@H]1C=CN=C(Br)[C@H]1F

9.
DFT (wB97M-V/def2-TZVPD) results for a 2-piece molecular cluster, C2H6Cl2NS overall.

Positions of all 12 atoms, in Å:
1 C -2.235 -0.171 0.002
2 C 1.264 0.628 -0.748
3 N -1.223 -0.733 0.499
4 S 1.443 0.237 1.128
5 Cl 0.897 2.344 -0.924
6 Cl 2.723 0.153 -1.623
7 H -2.082 0.653 -0.684
8 H -3.267 -0.450 0.200
9 H 0.823 -0.960 1.017
10 H 0.397 0.026 -1.049
11 H -1.453 -1.498 1.137
12 H 2.712 -0.229 1.046

Values from the calculation:
- Spin multiplicity: 3
- Kohn-Sham gap (alpha / beta): 5.0 / 8.3 eV
- Highest occupied orbital energy (alpha / beta): -9.95 / -15.87 eV
- Molar mass: 147.1 g/mol
- Total charge: +1